C50H115N5O10 | ωB97M-V/def2-TZVPD

Structure (XYZ):
```
180
Properties=species:S:1:pos:R:3:mulliken_charge:R:1
C 2.36790 -2.68583 0.19775 -1.0274
C 3.66986 -3.54645 0.08686 2.4731
C 4.51308 -2.99893 -1.12416 -1.6684
C 5.89914 -3.68183 -1.26054 -0.9104
C 6.57595 -3.27695 0.03765 -1.3357
C 5.91857 -3.85502 1.31304 1.6063
N 4.50721 -3.44272 1.27749 0.4505
O 3.79769 -3.87137 2.37731 -0.4182
C 6.23295 -5.35880 1.40075 -1.7391
C 6.58257 -3.20184 2.54558 -1.9935
C 3.21760 -4.95601 -0.26923 -1.7008
H 1.78945 -3.14299 1.00057 -0.5227
H 1.85825 -2.74412 -0.76399 0.4466
H 2.57121 -1.63786 0.41802 -0.2363
H 4.01213 -3.44851 -1.98149 0.4862
H 4.49477 -1.91786 -1.26221 0.2979
H 6.47149 -3.42466 -2.15180 0.4128
H 5.77854 -4.75977 -1.36840 0.3996
H 6.55905 -2.18857 0.09457 0.4227
H 7.60604 -3.63283 0.05645 0.5795
H 5.83260 -5.94600 0.57430 0.3521
H 7.31000 -5.51618 1.34344 0.4327
H 5.80940 -5.78946 2.30808 0.4267
H 7.66243 -3.30769 2.64949 0.3984
H 6.53904 -2.11707 2.44831 0.4165
H 6.08566 -3.46404 3.47961 0.3489
H 4.07682 -5.51400 -0.64139 0.4387
H 2.50719 -4.99681 -1.09492 0.4434
H 2.75620 -5.40186 0.61193 0.2784
H 3.73575 -4.81700 2.22382 0.3903
C -5.81892 -0.88664 1.05913 -1.4133
C -5.45055 0.52031 1.56092 1.8246
C -3.91160 0.77536 1.35026 -0.5508
C -3.63872 1.19313 -0.06770 1.4758
C -4.49382 2.40857 -0.47406 -1.5573
C -5.98713 2.12148 -0.33347 1.9101
N -6.28587 1.59734 1.02448 0.3680
O -7.68499 1.44175 1.15215 -0.5006
C -6.66360 3.52721 -0.39777 -2.0658
C -6.51107 1.19019 -1.50584 -1.6830
C -5.71263 0.53319 3.07244 -2.1364
H -5.19627 -1.62575 1.56322 0.0581
H -5.62622 -1.00275 -0.00741 0.2471
H -6.78661 -1.19179 1.45730 0.4512
H -3.51992 1.45368 2.10826 0.4366
H -3.36010 -0.13915 1.56845 -0.4149
H -3.95149 0.38885 -0.73358 -0.7656
H -2.58051 1.41022 -0.21315 -0.0673
H -4.16769 2.56853 -1.50175 0.6889
H -4.24961 3.31851 0.07409 -0.2348
H -6.25541 4.11767 -1.21802 0.4175
H -7.74236 3.43263 -0.52201 0.4803
H -6.48281 4.09279 0.51631 0.3920
H -7.23598 0.46715 -1.13192 0.3705
H -7.03190 1.75299 -2.28048 0.4533
H -5.68711 0.65703 -1.98012 0.2142
H -6.72810 0.21077 3.30260 0.5393
H -5.50261 1.48336 3.56352 0.4170
H -5.00158 -0.10443 3.59773 0.2340
H -7.78916 1.98142 1.93924 0.3826
C -0.95408 3.46932 1.37769 -1.1164
C -0.87430 4.85618 2.03358 2.0341
C 0.68349 5.18579 2.01472 -0.6975
C 0.95379 6.63281 2.36269 -0.7706
C 0.24171 7.46534 1.32069 -1.2712
C -1.30284 7.29484 1.22080 1.5328
N -1.63614 5.89169 1.25186 0.3161
O -2.96194 5.60609 1.06498 -0.3313
C -1.89601 8.04539 2.41890 -1.7161
C -1.70744 8.04117 -0.10558 -1.9202
C -1.40107 4.67854 3.46322 -1.9867
H -0.57766 2.66800 2.01353 0.1970
H -0.46111 3.41550 0.40703 -0.4227
H -2.02340 3.33099 1.21787 -0.0571
H 1.15182 4.68530 2.86224 0.3123
H 1.15091 4.78782 1.11405 0.1885
H 2.02472 6.80784 2.25995 0.4150
H 0.68530 6.99893 3.35363 0.3216
H 0.63180 7.42309 0.30376 0.4056
H 0.39244 8.50806 1.60019 0.4439
H -2.96864 7.92533 2.57105 0.3393
H -1.41172 7.80337 3.36494 0.3528
H -1.76167 9.12111 2.30537 0.4641
H -1.42377 9.09360 -0.10025 0.3670
H -1.22572 7.57716 -0.96624 0.4419
H -2.78115 7.93846 -0.26266 0.3763
H -1.10805 5.48726 4.13270 0.3577
H -0.98648 3.77191 3.90396 0.4510
H -2.47913 4.51759 3.46333 0.3435
H -3.37696 5.80035 1.90855 0.3301
C -1.00095 -4.31185 0.46654 -1.7183
C -1.53903 -4.39954 1.90382 2.4324
C -2.41982 -3.12596 2.16615 -0.7751
C -3.35475 -3.16748 3.38793 -0.4530
C -4.18574 -4.38128 3.29359 -1.5354
C -3.38683 -5.74192 3.16082 1.6827
N -2.45289 -5.56310 2.05541 0.0828
O -1.76200 -6.76421 1.74514 -0.4554
C -2.72081 -6.09988 4.45254 -1.8537
C -4.44359 -6.89162 2.92828 -1.9803
C -0.28254 -4.44219 2.85345 -1.5827
H -0.40010 -3.41463 0.31799 0.1002
H -1.76843 -4.39066 -0.30344 0.3623
H -0.46291 -5.23802 0.26447 0.4872
H -1.79710 -2.26156 2.39666 -0.1931
H -2.95063 -2.89978 1.24139 0.5192
H -3.93371 -2.24975 3.49126 -0.1281
H -2.82531 -3.20615 4.33992 0.5411
H -4.83428 -4.30981 2.42044 0.3428
H -4.90796 -4.47896 4.10413 0.5981
H -1.92013 -5.50054 4.88590 0.2916
H -3.39103 -6.14981 5.31068 0.4511
H -2.25734 -7.08583 4.41793 0.4882
H -5.17132 -6.99661 3.73295 0.3814
H -4.99687 -6.76381 1.99788 0.4323
H -3.98448 -7.87141 2.79660 0.3940
H 0.47817 -3.67516 2.70825 -0.0171
H 0.23210 -5.40147 2.79842 0.4861
H -0.52919 -4.32322 3.90848 0.2474
H -1.26766 -6.89647 2.55738 0.3992
C 2.07445 1.94659 -6.10977 -2.0099
C 3.00017 0.92688 -5.36393 2.6675
C 3.79498 0.14457 -6.47331 -1.3106
C 5.11609 -0.48230 -6.09054 -0.5685
C 5.98618 0.62239 -5.47193 -1.2844
C 5.33731 1.21566 -4.22254 1.9775
N 3.97522 1.71546 -4.59553 -0.0201
O 3.39421 2.42640 -3.52076 -0.3984
C 5.22739 0.22314 -3.01773 -1.6046
C 6.27859 2.34434 -3.79836 -2.2166
C 2.15425 0.03301 -4.36449 -2.3286
H 1.37339 2.45250 -5.44593 0.2632
H 1.51291 1.49665 -6.92850 0.3708
H 2.71185 2.72441 -6.53028 0.5026
H 3.17867 -0.70228 -6.77516 0.4086
H 3.92484 0.71881 -7.39063 0.3565
H 5.55412 -0.96015 -6.96685 0.4266
H 4.95576 -1.22837 -5.31222 0.2153
H 6.00566 1.37558 -6.25960 0.3977
H 6.96435 0.16352 -5.32796 0.4537
H 4.52910 -0.58990 -3.21634 0.0300
H 6.20274 -0.18127 -2.74705 0.6205
H 4.85644 0.65283 -2.08722 0.4728
H 5.97485 2.83161 -2.87187 0.3280
H 7.29860 2.01472 -3.60077 0.4019
H 6.36809 3.13489 -4.54343 0.4554
H 1.74919 0.53089 -3.48349 0.3428
H 2.73937 -0.83159 -4.05109 0.3761
H 1.32248 -0.46674 -4.86097 0.5904
H 3.17692 1.74987 -2.87524 0.0536
C -2.53120 -1.60263 -2.63949 0.7924
O -3.13328 -2.58749 -3.53820 -0.6254
H -3.18702 -0.84609 -2.20861 -0.1446
H -2.22900 -2.32506 -1.88130 -0.1336
H -1.59467 -1.18601 -3.01021 -0.0886
H -3.81038 -3.12499 -3.12078 0.3319
C 1.14834 0.09008 3.52380 -0.7479
O 1.81370 0.07725 2.23644 -0.2813
H 0.08838 0.32661 3.43086 0.1786
H 1.23221 -0.88845 3.99660 0.3192
H 1.56504 0.81201 4.22614 0.3338
H 2.63416 -0.41696 2.30119 0.1903
C -0.82565 2.30670 -3.62211 -1.0079
O -1.37539 2.01273 -2.33209 -0.4107
H -0.17704 1.48805 -3.93387 0.0539
H -1.65163 2.35216 -4.33189 0.3856
H -0.27946 3.24608 -3.53639 0.4732
H -1.63147 2.90935 -2.10388 0.1961
C -0.55401 -0.47615 -0.07385 1.6487
O 0.01326 -0.04755 -1.31039 0.8113
H 0.02660 -1.19852 0.49990 -0.7457
H -0.45520 0.40625 0.55836 -0.4074
H -1.56048 -0.88478 -0.16404 -0.2900
H -0.55462 0.58175 -1.76104 -0.3225
C 2.01915 2.52120 -0.63675 -0.7126
O 2.65114 1.29062 -0.87414 -0.2688
H 2.01673 2.67899 0.44177 0.4652
H 2.47904 3.37770 -1.12972 0.4540
H 0.99266 2.59161 -0.99656 0.1118
H 2.08816 0.63662 -0.45350 -0.1775
```

For the electronic energy, the calculation gives -81630.65190 eV. The strongest force on any atom is 2.99 eV Å⁻¹. The LUMO energy is 0.0147 Eh. As for the HOMO-LUMO gap: 8.28 eV. Its molecular weight is 946.5 g mol⁻¹. As for the structure (SMILES): CC1(C)CCCC(C)(C)N1O.CC1(C)CCCC(C)(C)N1O.CC1(C)CCCC(C)(C)N1O.CC1(C)CCCC(C)(C)N1O.CC1(C)CCCC(C)(C)N1O.CO.CO.CO.CO.CO.

C5H15NO | ωB97M-V/def2-TZVPD

Structure (XYZ):
```
22
Properties=species:S:1:pos:R:3:mulliken_charge:R:1
C -1.75509 0.51527 -0.99126 -0.9343
N -0.35351 0.35058 -1.33194 -0.2979
C 0.59125 0.13234 -0.26102 -0.9539
C 0.75207 -1.28548 0.31816 0.7411
C -0.46455 -1.56898 1.22569 -1.4896
C 1.95721 -1.18970 1.28154 -1.4608
H -1.90919 1.26687 -0.20117 0.2718
H -2.29110 0.82954 -1.86864 0.3607
H -2.15500 -0.43618 -0.66053 0.2311
H -0.03394 1.07559 -1.94868 0.3442
H 1.54011 0.41153 -0.70243 0.3881
H 0.55772 0.83698 0.58406 0.2746
H 0.77089 -2.01323 -0.49279 0.3141
H -0.38980 -2.49567 1.78739 0.3871
H -0.68325 -0.73526 1.89398 0.3492
H -1.37033 -1.72639 0.63794 0.3485
H 1.66315 -0.81591 2.25998 0.3263
H 2.33256 -2.19480 1.48697 0.3819
H 2.73832 -0.61134 0.79129 0.4337
H 0.27484 3.31453 -1.35991 0.3148
H -1.11619 3.04696 -0.81721 0.3197
O -0.65618 3.29273 -1.63141 -0.6504
```

For the electronic energy, the calculation gives -8965.26008 eV. The strongest force on any atom is 2.46 eV Å⁻¹. The LUMO energy is 0.0279 Eh. As for the HOMO-LUMO gap: 9.36 eV. Its molecular weight is 105.2 g mol⁻¹. As for the structure (SMILES): CNCC(C)C.O.

C6H16N3O3P | ωB97M-V/def2-TZVPD

Structure (XYZ):
```
29
Properties=species:S:1:pos:R:3:mulliken_charge:R:1
C 1.75709 1.77028 1.02756 -1.4121
C 0.34095 -1.99946 -2.11344 -1.2215
C -1.93709 -0.75847 1.61229 -1.1726
C -1.94232 2.03418 -1.82896 -1.0637
C 1.14670 1.05944 2.25458 -0.3701
C 1.63425 -1.68796 -1.33557 -0.3682
N -0.98447 -0.21716 0.66606 0.6778
N -1.61016 0.61923 -0.19912 -0.3814
N -1.06617 1.07787 -1.24968 -0.2151
O 0.28115 -2.51717 1.17700 -0.7834
O 1.19426 -0.34704 2.07365 -0.4616
O 1.44135 -0.70783 -0.35147 -0.3279
P 0.50516 -1.15062 0.88783 0.8520
H 2.48341 1.19208 0.70483 0.4049
H 1.11509 1.93683 0.30150 0.3833
H 2.07986 2.72171 1.25855 0.5114
H 0.47587 -2.82288 -2.73418 0.4189
H -0.43157 -1.92891 -1.48518 0.3423
H 0.15549 -1.12414 -2.67479 0.3366
H -2.72925 -0.09031 1.74043 0.4453
H -1.43752 -0.66749 2.53301 0.3323
H -2.08193 -1.72815 1.16298 0.3402
H -1.48472 2.88002 -2.16734 0.3446
H -2.24205 1.62215 -2.70267 0.3505
H -2.77313 2.32339 -1.28407 0.4419
H 0.17587 1.29551 2.40773 0.3058
H 1.65579 1.19734 3.11235 0.4744
H 2.42995 -1.29437 -1.82819 0.5176
H 1.84813 -2.68806 -0.96567 0.2978
```

For the electronic energy, the calculation gives -26380.79175 eV. The strongest force on any atom is 6.11 eV Å⁻¹. The LUMO energy is 0.0358 Eh. As for the HOMO-LUMO gap: 10.02 eV. Its molecular weight is 209.2 g mol⁻¹. As for the structure (SMILES): CCOP(=O)(OCC)N(C)/N=N/C.

C5H5Br2ClN2 | ωB97M-V/def2-TZVPD

Structure (XYZ):
```
15
Properties=species:S:1:pos:R:3:mulliken_charge:R:1
C -0.66742 0.24297 -1.90936 -0.2085
C -0.25786 1.53199 -1.95413 -0.3941
C 0.73815 0.40929 -0.32589 0.1199
C 1.22379 -1.14752 1.68953 -0.7641
C 1.66839 0.13092 0.77955 0.3535
N -0.07399 -0.41603 -0.87329 -0.4365
N 0.68072 1.64914 -0.94192 -0.0212
Cl 2.19403 1.52897 1.80331 -0.1542
Br -0.39124 -0.92689 2.79053 -0.1378
Br 3.34060 -0.79222 -0.11583 -0.0903
H -1.40726 -0.53947 -2.26944 0.3548
H -0.54071 2.32094 -2.71391 0.3209
H 1.01698 -2.03935 1.13066 0.4130
H 2.04088 -1.51735 2.41665 0.4130
H 1.20259 2.54631 -0.85441 0.2319
```

For the electronic energy, the calculation gives -160852.76197 eV. The strongest force on any atom is 3.59 eV Å⁻¹. The LUMO energy is -0.0119 Eh. As for the HOMO-LUMO gap: 8.95 eV. Its molecular weight is 288.4 g mol⁻¹. As for the structure (SMILES): Cl[C@@](Br)(CBr)c1ncc[nH]1.